(1)
Formula: C24H37ClN2O9S3
Source: the Open Molecules 2025 dataset
Level of theory: ωB97M-V/def2-TZVPD

CARTESIAN COORDINATES (ANGSTROEM)
Cl (-4.5832, 1.5772, 0.1043)
S (3.5795, 1.4984, 3.8847)
S (-3.1732, 1.9766, -1.4405)
S (4.2987, -0.3266, -1.8210)
O (-2.2038, -4.7023, -3.6987)
O (-1.7824, -5.1201, -1.5384)
O (-5.2869, 5.6546, -6.4257)
O (-4.0463, 2.5660, -2.6157)
O (7.9982, -0.0352, 5.3954)
O (-2.1326, 3.0004, -0.8933)
O (5.1319, 1.1875, 1.0704)
O (9.9498, -1.0811, 5.7378)
O (-6.2910, 7.0092, -7.9010)
N (0.6144, 0.2350, 3.7760)
N (-0.6187, -1.3993, 1.1359)
C (1.6410, -0.8921, -0.2416)
C (-5.8853, 4.3741, -4.4436)
C (-1.7930, -7.0286, -0.0271)
C (1.3159, 0.0199, 2.4646)
C (2.8598, 0.6440, 2.3459)
C (3.7961, 0.5732, 1.0027)
C (8.6493, -0.6622, 7.6812)
C (6.6674, 0.3401, 5.7986)
C (-4.8801, 5.3075, -5.0883)
C (-0.7657, 0.3016, -1.8971)
C (-2.4265, 0.3815, -2.0771)
C (-3.6922, -6.2153, -2.6314)
C (6.6672, 1.7072, 6.4530)
C (3.1666, -0.2194, -0.3063)
C (-0.7498, -0.3898, 3.6822)
C (-6.1311, 6.6660, -6.7307)
C (-6.9369, 7.2949, -5.6328)
C (-0.3732, -1.2767, -2.1015)
C (-1.3717, -1.2092, 2.4210)
C (-2.1754, -5.5760, -0.2299)
C (-2.5267, -5.2712, -2.6571)
C (8.9020, -0.6353, 6.2028)
C (0.7368, -0.7512, 1.1552)
C (1.1148, -1.7029, -1.5650)
H (4.9833, -1.5641, -1.7824)
H (5.6482, 2.0128, 6.7053)
H (9.0843, -1.5799, 8.0900)
H (3.6930, 2.8783, 3.6521)
H (-1.6275, -4.9574, 0.4890)
H (1.8367, -1.6821, -2.4852)
H (-2.4608, -1.6482, 2.5146)
H (6.2143, -0.4310, 6.4285)
H (-2.3070, -7.6830, -0.7360)
H (-4.4623, -5.8330, -3.3093)
H (-1.2007, -1.9720, -1.6285)
H (9.1318, 0.2022, 8.1441)
H (-3.2381, -5.3889, -0.0502)
H (-3.3654, -7.1994, -2.9763)
H (-3.9197, 4.7896, -5.1835)
H (7.1032, 2.4529, 5.7809)
H (-2.7331, 0.1114, -3.1911)
H (7.2675, 1.7163, 7.3666)
H (-0.5466, 0.7367, -0.8330)
H (6.0685, 0.3812, 4.8825)
H (1.0352, -2.8493, -1.2412)
H (-4.6892, 6.2029, -4.4896)
H (-2.0410, -7.3538, 0.9869)
H (5.4712, 1.4381, 0.1585)
H (-0.7196, -7.1676, -0.1897)
H (-6.0271, 3.4806, -5.0596)
H (-2.8688, -0.4992, -1.4062)
H (-7.9059, 6.7941, -5.5660)
H (7.5943, -0.6822, 7.9469)
H (-6.4456, 7.2790, -4.6621)
H (-7.0926, 8.3503, -5.8787)
H (-0.3876, -1.5060, -3.2698)
H (-0.3282, 1.0113, -2.7467)
H (-6.8659, 4.8465, -4.3422)
H (-4.1646, -6.3044, -1.6553)
H (-1.4535, -0.2708, 4.6398)
H (-5.5442, 4.0677, -3.4511)

Values from the calculation:
Orbital gap in eV: 6.70
SMILES: O=S(=O)(Cl)CCCCc1c(S)c(O)c(S)c2nccnc12.CCOC(C)=O.CCOC(C)=O.CCOC(C)=O
LUMO in eV: -1.88
Spin multiplicity: 1
E_tot in Eh: -3377.60197
Relative energy (zero: lowest compared OMol25 entry of this formula, charge and spin) in kcal/mol: 319.7

What are the Mulliken partial charges on each atom? They are as follows, in elementary charge units: number 1, Cl, carries -0.21; number 2, S, carries -0.24; number 3, S, carries 0.93; number 4, S, carries -0.26; number 5, O, carries -0.58; number 6, O, carries -0.35; number 7, O, carries -0.36; number 8, O, carries -0.51; number 9, O, carries -0.36; number 10, O, carries -0.53; number 11, O, carries -0.43; number 12, O, carries -0.59; number 13, O, carries -0.58; number 14, N, carries -0.44; number 15, N, carries -0.12; number 16, C, carries 0.41; number 17, C, carries -0.74; number 18, C, carries -1.04; number 19, C, carries 0.26; number 20, C, carries 0.08; number 21, C, carries 0.10; number 22, C, carries -0.87; number 23, C, carries -0.11; number 24, C, carries -0.40; number 25, C, carries -0.42; number 26, C, carries -0.65; number 27, C, carries -1.00; number 28, C, carries -0.94; number 29, C, carries -0.31; number 30, C, carries -0.20; number 31, C, carries 0.72; number 32, C, carries -0.86; number 33, C, carries -0.37; number 34, C, carries -0.25; number 35, C, carries -0.31; number 36, C, carries 0.78; number 37, C, carries 0.70; number 38, C, carries 0.12; number 39, C, carries -0.68; number 40, H, carries 0.20; number 41, H, carries 0.32; number 42, H, carries 0.30; number 43, H, carries 0.17; number 44, H, carries 0.28; number 45, H, carries 0.35; number 46, H, carries 0.31; number 47, H, carries 0.31; number 48, H, carries 0.28; number 49, H, carries 0.31; number 50, H, carries 0.06; number 51, H, carries 0.24; number 52, H, carries 0.36; number 53, H, carries 0.27; number 54, H, carries 0.30; number 55, H, carries 0.28; number 56, H, carries 0.36; number 57, H, carries 0.34; number 58, H, carries 0.35; number 59, H, carries 0.07; number 60, H, carries 0.18; number 61, H, carries 0.33; number 62, H, carries 0.38; number 63, H, carries 0.33; number 64, H, carries 0.30; number 65, H, carries 0.28; number 66, H, carries 0.36; number 67, H, carries 0.23; number 68, H, carries 0.32; number 69, H, carries 0.32; number 70, H, carries 0.30; number 71, H, carries 0.43; number 72, H, carries 0.33; number 73, H, carries 0.28; number 74, H, carries 0.33; number 75, H, carries 0.29; number 76, H, carries 0.22

(2)
Formula: C24H37IrN2O10S2Si
Source: the Open Molecules 2025 dataset
Level of theory: ωB97M-V/def2-TZVPD

CARTESIAN COORDINATES (ANGSTROEM)
Ir (0.3085, -0.7546, 0.3408)
S (1.2961, 0.3883, -1.2286)
S (-2.0220, -2.1008, 0.0543)
Si (-0.0060, 2.0789, -0.6611)
O (-1.6205, -1.2871, 1.2454)
O (3.1630, -1.2069, 3.1264)
O (-0.8926, 2.4123, -1.9332)
O (-3.3830, -2.0706, -0.3397)
O (-0.6092, 1.2610, 0.6511)
O (0.9374, 3.2865, -0.2215)
O (1.3991, -0.4090, 1.9888)
O (-1.0683, -1.5575, -1.0080)
O (4.9343, -3.2398, 2.6764)
O (5.3176, -4.6794, 1.0231)
N (2.0113, -2.9879, -0.8701)
N (1.7038, -2.1115, 0.0832)
C (-0.9510, -5.9146, -0.4455)
C (-0.9434, 1.9508, 1.9608)
C (2.4276, -1.2247, 2.1767)
C (-2.1807, 2.2004, -2.5949)
C (3.1009, -3.6911, -0.5076)
C (2.0995, 3.9969, -2.2260)
C (-0.1216, -7.7317, 1.0933)
C (0.3066, 5.4186, -1.1797)
C (0.3461, 2.4274, 2.6076)
C (3.5090, -3.2333, 0.7353)
C (1.4566, 4.4575, -0.9275)
C (-1.9171, 2.4897, -4.0621)
C (-1.3998, -4.6270, -0.6804)
C (-3.1854, 3.1822, -2.0199)
C (-2.6186, 0.7647, -2.3848)
C (2.4851, 5.0609, 0.0123)
C (2.5955, -2.2294, 1.0607)
C (-1.4772, -3.7370, 0.3844)
C (-0.5854, -6.3272, 0.8365)
C (-0.6823, -5.4141, 1.8857)
C (-1.6492, 0.9416, 2.8396)
C (4.6797, -3.7800, 1.4900)
C (-1.1291, -4.1208, 1.6709)
C (-1.8648, 3.1073, 1.6277)
H (-0.9809, 0.1324, 3.1242)
H (-1.3986, 3.8172, 0.9378)
H (-2.8349, 2.3617, -4.6359)
H (-0.8912, -6.6157, -1.2686)
H (2.0190, 5.3500, 0.9543)
H (0.7753, -7.7413, 1.7125)
H (2.5349, 4.8512, -2.7438)
H (-1.6946, -4.3161, -1.6755)
H (-2.5228, 0.5245, 2.3454)
H (1.0167, 1.5936, 2.7896)
H (0.0987, 2.8838, 3.5666)
H (-0.1759, 5.6889, -0.2390)
H (-2.0910, 3.6434, 2.5494)
H (-1.1631, 1.8091, -4.4583)
H (2.9281, 5.9476, -0.4410)
H (-2.8186, 4.2061, -2.0978)
H (-0.8923, -8.2904, 1.6272)
H (2.8999, 3.2831, -2.0221)
H (-1.9712, 1.4492, 3.7498)
H (3.5290, -4.4584, -1.1308)
H (1.3643, 3.5348, -2.8891)
H (-0.4083, -5.7223, 2.8871)
H (-3.5524, 0.5793, -2.9169)
H (0.6809, 6.3313, -1.6436)
H (-3.3930, 2.9600, -0.9757)
H (-1.8633, 0.0754, -2.7661)
H (-4.1236, 3.1085, -2.5703)
H (0.8506, 3.1690, 1.9933)
H (-0.4322, 4.9720, -1.8453)
H (4.3025, -2.5342, 2.9348)
H (1.4312, -3.0751, -1.6913)
H (-2.8048, 2.7533, 1.2078)
H (3.2790, 4.3438, 0.2213)
H (-1.5670, 3.5139, -4.1916)
H (0.0915, -8.2577, 0.1647)
H (-2.7835, 0.5552, -1.3322)
H (-1.2092, -3.4163, 2.4885)

Values from the calculation:
Orbital gap (alpha / beta) in eV: 8.45 / 6.57
LUMO (alpha / beta) in eV: -4.00 / -5.87
Spin multiplicity: 2
Total charge: +1
⟨S²⟩: 0.75
E_tot in Eh: -2988.83481
Relative energy (zero: lowest compared OMol25 entry of this formula, charge and spin) in kcal/mol: 0.0

What are the Mulliken partial charges on each atom? They are as follows, in elementary charge units: number 1, Ir, carries 3.05; number 2, S, carries -0.59; number 3, S, carries 1.47; number 4, Si, carries -0.80; number 5, O, carries -0.85; number 6, O, carries -0.75; number 7, O, carries 0.16; number 8, O, carries -0.64; number 9, O, carries 0.75; number 10, O, carries 0.05; number 11, O, carries -1.01; number 12, O, carries -0.82; number 13, O, carries -0.52; number 14, O, carries -0.55; number 15, N, carries -0.19; number 16, N, carries 0.19; number 17, C, carries -0.95; number 18, C, carries 1.53; number 19, C, carries 1.04; number 20, C, carries 1.82; number 21, C, carries -0.51; number 22, C, carries -1.46; number 23, C, carries -1.46; number 24, C, carries -1.41; number 25, C, carries -1.32; number 26, C, carries 0.55; number 27, C, carries 1.64; number 28, C, carries -1.80; number 29, C, carries -0.77; number 30, C, carries -1.53; number 31, C, carries -1.54; number 32, C, carries -1.74; number 33, C, carries -0.38; number 34, C, carries 0.34; number 35, C, carries 0.95; number 36, C, carries -0.79; number 37, C, carries -2.02; number 38, C, carries 0.43; number 39, C, carries -0.46; number 40, C, carries -1.44; number 41, H, carries 0.27; number 42, H, carries 0.15; number 43, H, carries 0.48; number 44, H, carries 0.38; number 45, H, carries 0.35; number 46, H, carries 0.37; number 47, H, carries 0.51; number 48, H, carries 0.50; number 49, H, carries 0.37; number 50, H, carries 0.17; number 51, H, carries 0.54; number 52, H, carries 0.30; number 53, H, carries 0.51; number 54, H, carries 0.36; number 55, H, carries 0.45; number 56, H, carries 0.33; number 57, H, carries 0.33; number 58, H, carries 0.34; number 59, H, carries 0.55; number 60, H, carries 0.58; number 61, H, carries 0.17; number 62, H, carries 0.44; number 63, H, carries 0.54; number 64, H, carries 0.54; number 65, H, carries 0.22; number 66, H, carries 0.29; number 67, H, carries 0.49; number 68, H, carries 0.05; number 69, H, carries 0.08; number 70, H, carries 0.41; number 71, H, carries 0.24; number 72, H, carries 0.30; number 73, H, carries 0.37; number 74, H, carries 0.37; number 75, H, carries 0.37; number 76, H, carries 0.12; number 77, H, carries 0.54

(3)
Formula: C24H37N5O2V
Source: the Open Molecules 2025 dataset
Level of theory: ωB97M-V/def2-TZVPD

CARTESIAN COORDINATES (ANGSTROEM)
V (-0.8374, 1.6307, -0.8977)
O (-1.8967, -0.9936, -1.2666)
O (1.2982, 2.2172, -1.2404)
N (-0.5851, 0.2276, 0.4101)
N (-0.7030, 0.5888, -2.5175)
N (-0.5387, -3.3520, -0.7906)
N (2.7512, 3.8451, -1.7337)
N (1.3159, -2.0132, -0.5714)
C (1.5166, 3.4159, -1.4767)
C (-0.6572, -0.7753, 2.7549)
C (1.2967, -2.2932, 3.0343)
C (-1.2284, 0.7259, 4.5909)
C (-0.9775, -1.4039, -3.5448)
C (0.0241, -4.2428, -1.8066)
C (2.0067, -0.7816, -0.9350)
C (-1.0022, -0.5331, 4.0880)
C (-0.2017, -0.5493, -4.3864)
C (-1.8760, -3.7529, -0.3590)
C (-1.0363, -1.0558, -0.1404)
C (-0.0331, 0.6335, -3.7238)
C (-0.1576, -2.1964, 2.5734)
C (-2.6371, 1.7063, -0.7874)
C (2.2266, -3.1185, -0.2751)
C (-0.4380, 2.8690, 1.6399)
C (0.3801, 4.3931, -1.4429)
C (-1.0289, 1.7972, 3.7431)
C (0.8520, 3.5450, 2.1106)
C (-0.6305, 0.3151, 1.8507)
C (-0.7218, 1.6101, 2.4054)
C (-0.0038, -2.1551, -0.5395)
C (-1.2453, -0.6536, -2.4355)
C (-0.9383, 3.6439, -1.4471)
H (2.5423, -0.3829, -0.0724)
H (1.9277, -1.6237, 2.4479)
H (-3.1784, 1.2048, 0.0138)
H (3.5135, 3.1875, -1.7365)
H (3.0328, -2.7081, 0.3296)
H (2.6535, -3.5539, -1.1772)
H (2.9343, 4.8106, -1.9425)
H (-0.2338, -2.6019, 1.5760)
H (-1.3018, -2.4099, -3.7442)
H (1.3905, -1.9881, 4.0746)
H (-3.2766, 2.2577, -1.4755)
H (0.4790, 1.5289, -4.0346)
H (-1.0612, -1.3878, 4.7501)
H (0.9967, 4.5170, 1.6406)
H (-1.5083, 0.8721, 5.6230)
H (-0.7778, -2.8547, 3.1878)
H (-2.6119, -3.5086, -1.1243)
H (1.7138, 2.9150, 1.8882)
H (-1.8560, -4.8289, -0.1929)
H (-1.2914, 3.5488, 1.6837)
H (-0.8042, -4.5845, -2.4249)
H (1.7044, -3.8814, 0.2954)
H (-0.2704, 2.6905, 0.5718)
H (2.7127, -1.0290, -1.7295)
H (1.3103, -0.0537, -1.3106)
H (-1.6538, -1.5135, 0.6387)
H (0.4963, 4.9768, -0.5233)
H (-1.1319, 2.8093, 4.1136)
H (0.5177, -5.1097, -1.3678)
H (0.8270, 3.7047, 3.1883)
H (-1.2440, 3.3992, -2.4769)
H (0.4811, 5.1112, -2.2640)
H (1.6841, -3.3078, 2.9441)
H (-2.1497, -3.2762, 0.5772)
H (0.7100, -3.6879, -2.4364)
H (-1.7408, 4.2465, -1.0244)
H (0.1709, -0.7828, -5.3696)

Values from the calculation:
Orbital gap (alpha / beta) in eV: 7.92 / 7.92
LUMO (alpha / beta) in eV: -2.47 / -2.47
Spin multiplicity: 1
Total charge: +1
E_tot in Eh: -2304.65246

What are the Mulliken partial charges on each atom? They are as follows, in elementary charge units: number 1, V, carries -0.41; number 2, O, carries -0.44; number 3, O, carries -0.46; number 4, N, carries 0.57; number 5, N, carries 0.50; number 6, N, carries 0.62; number 7, N, carries -0.39; number 8, N, carries 0.83; number 9, C, carries 0.59; number 10, C, carries 1.11; number 11, C, carries -1.57; number 12, C, carries -1.48; number 13, C, carries -0.69; number 14, C, carries -1.31; number 15, C, carries -0.77; number 16, C, carries -0.77; number 17, C, carries -1.14; number 18, C, carries -1.13; number 19, C, carries -1.47; number 20, C, carries -0.66; number 21, C, carries 0.47; number 22, C, carries -0.72; number 23, C, carries -1.26; number 24, C, carries 2.19; number 25, C, carries -0.69; number 26, C, carries -0.62; number 27, C, carries -1.37; number 28, C, carries 0.60; number 29, C, carries -0.29; number 30, C, carries -0.67; number 31, C, carries 0.08; number 32, C, carries -1.08; number 33, H, carries 0.32; number 34, H, carries 0.24; number 35, H, carries 0.31; number 36, H, carries 0.24; number 37, H, carries 0.49; number 38, H, carries 0.33; number 39, H, carries 0.21; number 40, H, carries -0.63; number 41, H, carries 0.69; number 42, H, carries 0.44; number 43, H, carries 0.39; number 44, H, carries 0.50; number 45, H, carries 0.48; number 46, H, carries 0.37; number 47, H, carries 0.40; number 48, H, carries 0.70; number 49, H, carries 0.36; number 50, H, carries 0.34; number 51, H, carries 0.47; number 52, H, carries 0.56; number 53, H, carries 0.43; number 54, H, carries 0.36; number 55, H, carries -1.90; number 56, H, carries 0.47; number 57, H, carries 0.03; number 58, H, carries 1.31; number 59, H, carries 0.23; number 60, H, carries 0.52; number 61, H, carries 0.35; number 62, H, carries 0.45; number 63, H, carries 0.54; number 64, H, carries 0.53; number 65, H, carries 0.42; number 66, H, carries 0.42; number 67, H, carries 0.49; number 68, H, carries 0.49; number 69, H, carries 0.47